# 1
{
  "formula": "C5H5NO2",
  "method": "ωB97M-V/def2-TZVPD",
  "elements": ["C", "C", "N", "C", "C", "O", "H", "H", "H", "C", "O", "H", "H"],
  "xyz": [[0.213, 1.338, 0.564], [-0.025, 0.187, 0.389], [-0.522, -0.834, -0.195], [-1.789, -0.832, -0.544], [-2.828, 0.173, -0.188], [-2.797, 1.040, 0.664], [0.603, 2.228, 0.972], [-1.989, -1.707, -1.197], [-3.796, -0.027, -0.817], [3.236, -0.419, 0.117], [4.394, -0.151, 0.076], [2.633, -0.274, 0.967], [2.666, -0.724, -0.808]],
  "de_lowest_kj_mol": 523.8,
  "smiles": "C#C/N=C\\C=O.C=O",
  "homo_energy_ev": -9.55,
  "total_energy_ev": -10845.886,
  "gap_ha": 0.2929
}

=====

# 2
{
  "formula": "C5H5NO2",
  "method": "ωB97M-V/def2-TZVPD",
  "elements": ["H", "N", "C", "C", "O", "O", "C", "C", "C", "H", "H", "H", "H"],
  "xyz": [[-1.469, -2.035, -0.129], [-1.861, -1.094, -0.152], [-1.036, -0.155, -0.084], [-1.519, 1.347, 0.305], [-2.627, 1.713, 0.537], [-0.470, 2.178, 0.089], [0.606, 1.313, 0.241], [0.398, 0.009, -0.063], [1.410, -1.069, -0.253], [1.542, 1.823, 0.403], [2.107, -1.088, 0.585], [0.930, -2.044, -0.320], [1.987, -0.899, -1.161]],
  "de_lowest_kj_mol": 165.4,
  "smiles": "[H]/N=C1/C(=O)OC=C1C",
  "homo_energy_ev": -9.62,
  "total_energy_ev": -10849.601,
  "gap_ha": 0.3431
}

=====

# 3
{
  "formula": "C5H5NO2",
  "method": "ωB97M-V/def2-TZVPD",
  "elements": ["C", "C", "C", "C", "C", "H", "H", "H", "H", "H", "N", "O", "O"],
  "xyz": [[1.104, -0.742, 0.205], [0.318, 0.170, 1.110], [-0.725, 0.676, 0.189], [0.100, -0.788, -0.952], [-1.409, -0.555, -0.221], [1.016, 1.081, 1.289], [-0.088, -0.365, 2.009], [-1.489, 1.486, 0.651], [0.764, 1.476, -1.238], [0.439, -1.156, -1.994], [-0.097, 0.755, -1.149], [2.404, -0.868, -0.025], [-2.336, -1.169, 0.125]],
  "de_lowest_kj_mol": 441.2,
  "homo_energy_ev": -9.62,
  "total_energy_ev": -10846.743,
  "gap_ha": 0.3478
}

=====

# 4
{
  "formula": "C5H5NO2",
  "method": "ωB97M-V/def2-TZVPD",
  "elements": ["C", "C", "C", "C", "O", "O", "C", "N", "H", "H", "H", "H", "H"],
  "xyz": [[-0.387, -0.298, 1.124], [0.679, 0.124, -0.788], [0.872, 0.181, 0.563], [1.198, 0.622, -1.927], [-0.390, -1.558, 1.627], [-1.193, 0.522, 1.863], [-0.875, -0.480, -0.705], [-1.834, -0.826, -1.288], [-1.261, 1.378, 1.418], [-1.310, -1.815, 1.795], [1.772, 0.418, 1.114], [1.756, 1.550, -1.909], [0.974, 0.183, -2.889]],
  "de_lowest_kj_mol": 507.5,
  "homo_energy_ev": [-7.85, -8.61],
  "total_energy_ev": -10846.055,
  "gap_ha": [0.2417, 0.2902]
}

=====

# 5
{
  "formula": "C5H5NO2",
  "method": "ωB97M-V/def2-TZVPD",
  "elements": ["C", "C", "C", "C", "C", "N", "O", "O", "H", "H", "H", "H", "H"],
  "xyz": [[0.149, -1.045, -0.005], [1.924, 0.326, 0.006], [-2.356, 0.790, -0.022], [-1.079, 1.151, -0.012], [1.719, -1.116, 0.039], [-0.011, 0.291, 0.022], [-0.632, -1.958, -0.054], [2.554, 1.294, -0.038], [-3.136, 1.525, -0.054], [-2.640, -0.246, -0.002], [-0.763, 2.187, -0.034], [2.095, -1.562, 0.961], [2.176, -1.639, -0.807]],
  "spin_multiplicity": 3,
  "de_lowest_kj_mol": 60.1,
  "homo_energy_ev": [-4.61, -10.16],
  "total_energy_ev": -10845.265,
  "gap_ha": [0.1855, 0.2611]
}

=====

# 6
{
  "formula": "C5H5NO2S",
  "method": "ωB97M-V/def2-TZVPD",
  "elements": ["O", "C", "C", "C", "C", "C", "N", "H", "H", "H", "H", "H", "O", "S"],
  "xyz": [[-0.863, 2.170, 0.290], [-0.123, 0.999, 0.134], [1.208, 1.073, -0.354], [1.953, -0.073, -0.495], [1.403, -1.289, -0.043], [0.107, -1.259, 0.440], [-0.654, -0.159, 0.473], [-1.514, 1.921, 0.877], [1.715, 1.982, -0.460], [2.887, 0.092, -1.125], [1.860, -2.297, -0.058], [-0.396, -2.130, 0.769], [-4.386, -0.096, -0.186], [-3.197, -0.934, -0.261]],
  "de_lowest_kj_mol": 211.8,
  "smiles": "Oc1ccccn1.O=S",
  "homo_energy_ev": [-8.44, -8.41],
  "total_energy_ev": -21683.941,
  "gap_ha": [0.2786, 0.2791]
}

=====

# 7
{
  "formula": "C5H5NO3",
  "method": "ωB97M-V/def2-TZVPD",
  "elements": ["C", "C", "C", "O", "C", "N", "O", "C", "O", "H", "H", "H", "H", "H"],
  "xyz": [[2.689, 0.069, -0.734], [1.674, 0.121, -0.093], [0.552, 0.207, 0.812], [-0.181, 1.401, 0.723], [-1.234, 1.511, -0.102], [-2.068, 0.646, -0.547], [-2.081, -0.661, -0.241], [-0.858, -1.388, -0.093], [-0.161, -0.964, 1.021], [3.530, -0.185, -1.303], [1.052, 0.358, 1.789], [-1.503, 2.529, -0.353], [-0.222, -1.258, -1.016], [-1.188, -2.386, 0.138]],
  "de_lowest_kj_mol": 432.4,
  "smiles": "C#C[C@H]1OC=NOCO1",
  "homo_energy_ev": -9.48,
  "total_energy_ev": -12893.408,
  "gap_ha": 0.3768
}

=====

# 8
{
  "formula": "C5H5NO3",
  "method": "ωB97M-V/def2-TZVPD",
  "elements": ["C", "C", "C", "O", "C", "O", "C", "N", "O", "H", "H", "H", "H", "H"],
  "xyz": [[-1.364, 2.011, -0.480], [-1.478, 0.987, 0.195], [-1.201, -0.374, 0.673], [-1.953, -1.135, -0.436], [0.302, -0.775, 0.462], [1.022, 0.168, 1.133], [2.001, 0.536, 0.232], [1.986, 0.003, -0.906], [0.750, -0.791, -0.939], [-1.612, 2.971, -0.951], [-1.666, -0.663, 1.662], [-1.665, -2.221, -0.387], [0.351, -1.790, 0.894], [2.584, 1.435, 0.570]],
  "de_lowest_kj_mol": 500.7,
  "smiles": "C#C[C@@H](O)[C@@H]1OC=NO1",
  "homo_energy_ev": -9.61,
  "total_energy_ev": -12892.700,
  "gap_ha": 0.3748
}

=====

# 9
{
  "formula": "C5H5NO3",
  "method": "ωB97M-V/def2-TZVPD",
  "elements": ["O", "C", "N", "O", "C", "O", "C", "C", "C", "H", "H", "H", "H", "H"],
  "xyz": [[3.098, 0.150, 0.194], [2.140, -0.628, -0.115], [0.736, -0.247, -0.237], [-0.077, -1.114, 0.231], [-1.492, -0.489, 0.006], [-2.481, -1.145, 0.061], [-1.375, 0.808, -0.566], [-0.801, 1.499, 0.733], [0.166, 1.096, -0.460], [2.161, -1.889, -0.152], [-2.420, 1.365, -1.088], [-1.021, 1.131, 1.807], [-1.036, 2.523, 0.728], [1.006, 1.755, -1.107]],
  "de_lowest_kj_mol": 525.8,
  "smiles": "O=CN1OC(=O)[C@H]2C[C@H]21",
  "homo_energy_ev": -8.62,
  "total_energy_ev": -12892.440,
  "gap_ha": 0.3326
}

=====

# 10
{
  "formula": "C5H5NO5",
  "method": "ωB97M-V/def2-TZVPD",
  "elements": ["C", "C", "C", "C", "C", "N", "O", "O", "O", "O", "O", "H", "H", "H", "H", "H"],
  "xyz": [[-0.980, 1.355, 0.292], [1.058, 0.057, 0.078], [0.523, 1.407, -0.222], [-1.387, -0.079, 0.640], [0.019, -0.994, -0.342], [-2.612, -0.598, 0.040], [-1.684, 2.340, 0.333], [2.158, -0.197, 0.460], [-3.431, -0.994, 0.811], [-2.663, -0.510, -1.157], [0.270, -2.223, 0.113], [0.684, 1.955, -1.194], [0.906, 2.068, 0.521], [-1.418, -0.339, 1.725], [-0.228, -0.722, -1.308], [1.131, -2.370, 0.542]],
  "de_lowest_kj_mol": 489.8,
  "homo_energy_ev": -10.49,
  "total_energy_ev": -16988.359,
  "gap_ha": 0.3708
}

=====

# 11
{
  "formula": "C5H5NO5Pb",
  "method": "ωB97M-V/def2-TZVPD",
  "elements": ["O", "C", "Pb", "C", "C", "O", "O", "N", "C", "C", "O", "O", "H", "H", "H", "H", "H"],
  "xyz": [[1.741, 2.332, -2.773], [1.040, 2.242, -1.871], [-0.076, 2.098, -0.433], [-1.702, 2.817, -0.850], [0.641, 2.996, 0.986], [-2.723, 3.268, -1.111], [1.091, 3.560, 1.877], [0.110, -2.467, 1.416], [-0.254, -2.284, 0.012], [0.111, -0.909, -0.462], [0.942, -0.762, -1.469], [-0.424, 0.140, 0.129], [1.141, -2.345, 1.538], [-0.157, -3.433, 1.715], [-0.401, -1.777, 2.014], [0.269, -3.047, -0.608], [-1.349, -2.429, -0.110]],
  "total_charge": 2,
  "homo_energy_ev": [-15.21, -15.20],
  "total_energy_ev": -22211.566,
  "gap_ha": [0.2241, 0.2239]
}

=====

# 12
{
  "formula": "C5H5NOS",
  "method": "ωB97M-V/def2-TZVPD",
  "elements": ["C", "C", "C", "C", "C", "H", "H", "H", "H", "H", "N", "O", "S"],
  "xyz": [[0.065, -0.753, -0.062], [-1.716, 0.429, 0.832], [-0.770, 1.310, 0.405], [0.045, 2.540, 0.066], [0.286, 0.591, -0.132], [1.598, -2.392, 0.517], [-1.681, -1.707, 0.720], [-2.646, 0.507, 1.343], [-0.342, 3.194, -0.723], [0.456, 3.129, 0.892], [-1.194, -0.825, 0.551], [1.111, 1.658, -0.474], [0.914, -2.183, -0.591]],
  "de_lowest_kj_mol": 274.8,
  "homo_energy_ev": -8.30,
  "total_energy_ev": -19636.144,
  "gap_ha": 0.3349
}

=====

# 13
{
  "formula": "C5H5NS",
  "method": "ωB97M-V/def2-TZVPD",
  "elements": ["C", "C", "C", "C", "N", "C", "S", "H", "H", "H", "H", "H"],
  "xyz": [[-0.350, 2.003, 0.002], [-0.099, 0.808, -0.547], [-0.113, -0.478, 0.287], [-1.243, -1.347, -0.150], [-2.086, -2.043, -0.477], [1.173, -1.262, 0.279], [2.573, -0.789, -0.325], [-0.476, 2.117, 1.100], [-0.326, 2.835, -0.659], [0.122, 0.745, -1.643], [-0.273, -0.329, 1.401], [1.098, -2.259, 0.732]],
  "de_lowest_kj_mol": 154.8,
  "smiles": "C=C[C@@H](C#N)C=S",
  "homo_energy_ev": -9.31,
  "total_energy_ev": -17589.273,
  "gap_ha": 0.3188
}

=====

# 14
{
  "formula": "C5H5O3",
  "method": "ωB97M-V/def2-TZVPD",
  "elements": ["O", "C", "C", "C", "C", "C", "O", "O", "H", "H", "H", "H", "H"],
  "xyz": [[-3.429, -1.174, -0.725], [-2.521, -0.436, -0.929], [-1.232, -0.298, -0.135], [0.088, 0.329, -0.673], [1.354, 0.592, -0.248], [2.099, 0.385, 0.894], [2.170, 1.192, 1.822], [3.098, -0.652, 0.915], [-2.619, 0.282, -1.746], [-1.029, -1.277, 0.349], [-1.628, 0.574, 0.628], [-0.284, 0.822, -1.642], [3.933, -0.340, 1.490]],
  "total_charge": -1,
  "de_lowest_kj_mol": 285.3,
  "smiles": "O=CCC=C=C([O-])O",
  "homo_energy_ev": -3.09,
  "total_energy_ev": -11406.501,
  "gap_ha": 0.2501
}

=====

# 15
{
  "formula": "C5H5O4",
  "method": "ωB97M-V/def2-TZVPD",
  "elements": ["C", "C", "C", "C", "C", "O", "O", "O", "O", "H", "H", "H", "H", "H"],
  "xyz": [[2.151, -0.848, 0.980], [2.394, -0.734, -0.323], [0.784, 1.619, -0.130], [0.389, 0.148, -0.551], [-1.975, 0.365, -0.353], [1.943, 1.890, -0.425], [-0.122, 2.324, 0.324], [1.299, -0.602, -1.170], [-0.846, -0.176, -1.010], [3.017, -0.860, 1.652], [3.317, -0.865, -0.904], [-2.154, -0.171, 0.585], [-2.816, 0.210, -1.029], [-1.822, 1.423, -0.129]],
  "total_charge": -1,
  "de_lowest_kj_mol": 429.2,
  "homo_energy_ev": [-3.48, -3.48],
  "total_energy_ev": -13452.989,
  "gap_ha": [0.2659, 0.2660]
}

=====

# 16
{
  "formula": "C5H5OS",
  "method": "ωB97M-V/def2-TZVPD",
  "elements": ["C", "C", "C", "C", "C", "O", "S", "H", "H", "H", "H", "H"],
  "xyz": [[1.380, -0.218, 0.328], [0.256, -0.820, 0.896], [1.208, 0.825, -0.603], [-1.073, -0.341, 0.595], [-1.130, 0.578, -0.619], [0.097, 1.122, -1.090], [-1.449, -1.308, -0.969], [2.311, -0.583, 0.774], [0.328, -1.637, 1.684], [2.012, 1.373, -1.166], [-2.001, -0.181, 1.156], [-1.940, 1.191, -0.987]],
  "spin_multiplicity": 3,
  "total_charge": 1,
  "de_lowest_kj_mol": 0.0,
  "homo_energy_ev": [-12.04, -14.99],
  "total_energy_ev": -18136.636,
  "gap_ha": [0.2780, 0.2400]
}

=====

# 17
{
  "formula": "C5H5P",
  "method": "ωB97M-V/def2-TZVPD",
  "elements": ["C", "P", "C", "C", "C", "C", "H", "H", "H", "H", "H"],
  "xyz": [[-1.410, 1.175, -0.089], [-2.389, -0.189, 0.041], [-0.822, -1.129, -0.034], [0.354, -0.483, -0.736], [0.063, 0.798, 0.073], [0.277, -0.496, 0.715], [-1.859, 2.084, -0.281], [-0.739, -2.252, -0.142], [1.127, -0.670, -1.544], [0.718, 1.554, 0.082], [0.974, -0.737, 1.471]],
  "de_lowest_kj_mol": 146.6,
  "smiles": "C1=P[C@H]2[C@H]3[C@@H]1[C@@H]23",
  "homo_energy_ev": -8.42,
  "total_energy_ev": -14550.852,
  "gap_ha": 0.3307
}

=====

# 18
{
  "formula": "C5H5S2",
  "method": "ωB97M-V/def2-TZVPD",
  "elements": ["C", "C", "C", "C", "C", "S", "S", "H", "H", "H", "H", "H"],
  "xyz": [[-0.656, 0.973, 0.075], [-1.902, 1.651, -0.151], [-0.527, -0.266, 0.724], [-3.882, -0.288, -0.523], [0.766, -0.972, 0.466], [-5.194, -1.139, 0.003], [-3.433, 1.205, 0.338], [0.039, 1.404, -0.703], [-1.780, 2.633, -0.645], [1.376, -0.501, 1.243], [0.500, -1.981, 0.721], [1.011, -0.829, -0.677]],
  "total_charge": -1,
  "de_lowest_kj_mol": 497.1,
  "homo_energy_ev": [-3.32, -2.54],
  "total_energy_ev": -26931.430,
  "gap_ha": [0.2471, 0.1924]
}

=====

# 19
{
  "formula": "C5H6",
  "method": "ωB97M-V/def2-TZVPD",
  "elements": ["C", "C", "C", "C", "C", "H", "H", "H", "H", "H", "H"],
  "xyz": [[0.170, 1.215, -0.011], [-1.025, 0.606, 0.025], [-0.859, -0.867, 0.006], [0.634, -1.026, -0.018], [1.202, 0.198, 0.018], [0.370, 2.272, -0.024], [-1.973, 1.123, -0.080], [-1.196, -1.293, 0.929], [-1.421, -1.262, -0.853], [1.180, -1.957, -0.084], [2.315, 0.359, -0.007]],
  "de_lowest_kj_mol": 13.8,
  "smiles": "C1=CCC=C1",
  "homo_energy_ev": -8.50,
  "total_energy_ev": -5281.056,
  "gap_ha": 0.3582
}

=====

# 20
{
  "formula": "C5H6AgMgO4",
  "method": "ωB97M-V/def2-TZVPD",
  "elements": ["O", "C", "O", "O", "C", "Ag", "H", "H", "C", "C", "H", "H", "Mg", "O", "C", "H", "H"],
  "xyz": [[-3.193, -0.618, 0.147], [-2.006, -0.612, -0.266], [-1.403, -1.648, -0.639], [-1.402, 0.589, -0.308], [-0.035, 0.664, -0.713], [-3.759, -3.195, -0.367], [0.093, 1.661, -1.152], [0.137, -0.050, -1.527], [0.981, 0.374, 0.428], [0.784, 1.434, 1.448], [1.986, 0.385, -0.017], [0.814, -0.627, 0.855], [0.818, 3.868, 1.585], [1.689, 2.967, 3.028], [1.756, 1.848, 2.327], [2.738, 1.347, 2.311], [-0.198, 1.698, 1.953]],
  "total_charge": 1,
  "homo_energy_ev": [-11.32, -11.32],
  "total_energy_ev": -22907.183,
  "gap_ha": [0.1758, 0.1759]
}